1.
Entry from OMol25: C16H8N2OsS3Te as an isolated structure (ωB97M-V/def2-TZVPD).

E_HOMO ... -0.320 hartree
Multiplicity ... 1
E_tot ... -2277.177451 Ha
Relative energy (zero: lowest compared OMol25 entry of this formula, charge and spin) ... 0.0880 eV

```
31
Properties=species:S:1:pos:R:3:nbo_charge:R:1
Os 0.315 1.743 0.686 0.306
S 1.891 0.211 0.524 0.257
C 2.541 0.048 2.114 -0.315
C 3.625 -0.870 2.272 0.244
N 4.501 -1.607 2.371 -0.253
C 2.031 0.779 3.140 -0.326
S 0.729 1.880 2.853 0.244
C 2.527 0.693 4.476 0.245
N 2.928 0.627 5.551 -0.258
Te 1.208 3.346 -0.992 0.451
C -0.037 4.962 -0.526 -0.547
C -1.318 4.922 -0.048 -0.275
C -1.850 6.216 0.191 -0.253
C -0.969 7.207 -0.119 -0.409
S 0.515 6.580 -0.686 0.481
H -1.867 4.002 0.105 0.236
H -2.846 6.400 0.566 0.233
H -1.120 8.272 -0.048 0.245
C -1.521 1.108 0.504 -0.382
C -2.714 0.893 0.395 0.025
C -4.115 0.643 0.268 -0.077
C -4.705 0.578 -0.997 -0.186
C -6.063 0.335 -1.115 -0.210
C -6.840 0.153 0.021 -0.190
C -6.259 0.216 1.280 -0.210
C -4.903 0.461 1.408 -0.185
H -4.090 0.718 -1.875 0.224
H -6.516 0.285 -2.096 0.220
H -7.901 -0.038 -0.075 0.218
H -6.864 0.073 2.165 0.221
H -4.440 0.513 2.384 0.225
```

---

2.
Entry from OMol25: one molecule with the formula C4H8OS (ωB97M-V/def2-TZVPD).

E_HOMO ... -0.326 hartree
Multiplicity ... 1
E_tot ... -630.544397 Ha
Structure (SMILES) ... CC[C@@H]1O[C@H]1S
Relative energy (zero: lowest compared OMol25 entry of this formula, charge and spin) ... 2.4632 eV

```
14
Properties=species:S:1:pos:R:3:nbo_charge:R:1
C -2.047 0.544 0.648 -0.595
C -1.011 0.070 -0.354 -0.450
C 0.482 0.467 -0.078 0.076
O 1.241 0.717 -1.264 -0.489
C 1.705 -0.450 -0.589 -0.090
S 3.284 -0.568 0.251 -0.014
H -2.261 -0.238 1.437 0.207
H -2.898 0.905 0.232 0.213
H -1.532 1.383 1.227 0.199
H -1.183 0.428 -1.350 0.221
H -1.116 -0.969 -0.488 0.209
H 0.656 1.126 0.877 0.188
H 1.527 -1.520 -1.030 0.197
H 3.153 -1.895 0.480 0.129
```

---

3.
Entry from OMol25: a 2-piece molecular cluster, C4H6F2O2 overall (ωB97M-V/def2-TZVPD).

E_HOMO ... -0.377 hartree
Multiplicity ... 1
E_tot ... -506.129283 Ha
Structure (SMILES) ... C=C(F)F.COC=O
Relative energy (zero: lowest compared OMol25 entry of this formula, charge and spin) ... 2.6663 eV

```
14
Properties=species:S:1:pos:R:3:nbo_charge:R:1
C -1.499 0.202 1.650 -0.545
C -2.590 -0.084 0.985 0.748
F -3.202 -1.313 1.350 -0.362
F -3.306 0.326 -0.104 -0.307
H -0.808 0.901 1.561 0.225
H -1.362 -0.568 2.288 0.240
C 4.194 0.351 0.103 -0.270
O 2.865 0.096 -0.477 -0.536
C 1.773 -0.409 0.139 0.645
O 1.562 -0.400 1.343 -0.588
H 4.766 -0.574 0.047 0.193
H 4.023 0.798 1.051 0.209
H 4.679 0.868 -0.688 0.204
H 1.180 -0.454 -0.809 0.143
```

---

4.
Entry from OMol25: C3H3IN2O as an isolated structure (ωB97M-V/def2-TZVPD).

E_HOMO ... -0.307 hartree
Multiplicity ... 1
E_tot ... -598.293746 Ha
Relative energy (zero: lowest compared OMol25 entry of this formula, charge and spin) ... 6.5941 eV

```
10
Properties=species:S:1:pos:R:3:nbo_charge:R:1
C 0.753 0.235 0.317 0.364
C -2.300 -0.524 -0.678 0.041
C 2.140 -0.231 0.194 -0.694
N -0.214 0.914 0.050 -0.084
N -1.317 1.540 -0.048 -0.091
O -2.387 0.680 -0.262 -0.378
I -4.058 -1.516 -0.059 0.069
H 2.207 -1.188 0.565 0.254
H 2.245 -0.305 -0.834 0.244
H 2.930 0.393 0.756 0.276
```

---

5.
Entry from OMol25: an isolated ion of composition C2H3Cl2O3S and charge -1 (ωB97M-V/def2-TZVPD).

E_HOMO ... -0.154 hartree
Charge ... -1
Multiplicity ... 1
E_tot ... -1622.333691 Ha
Relative energy (zero: lowest compared OMol25 entry of this formula, charge and spin) ... 1.7573 eV

```
11
Properties=species:S:1:pos:R:3:nbo_charge:R:1
C 1.329 0.102 0.360 -0.690
C 0.210 0.987 0.001 0.251
O -0.794 -2.352 -0.433 -1.033
O -2.955 -1.239 -0.837 -0.999
O -1.003 0.239 -0.686 -0.796
S -1.756 -1.303 -0.068 1.687
Cl 0.688 2.280 -1.103 -0.044
Cl -0.330 1.827 1.475 -0.072
H 1.845 0.512 1.084 0.207
H 1.888 -0.193 -0.430 0.225
H 0.878 -0.859 0.639 0.264
```

---

6.
Entry from OMol25: an isolated ion of composition C4H7N2 and charge +1 (ωB97M-V/def2-TZVPD).

E_HOMO ... -0.512 hartree
Charge ... +1
Multiplicity ... 1
E_tot ... -265.774490 Ha
Structure (SMILES) ... C#C/[NH+]=C(/C)N
Relative energy (zero: lowest compared OMol25 entry of this formula, charge and spin) ... 3.6460 eV

```
13
Properties=species:S:1:pos:R:3:nbo_charge:R:1
C -0.372 2.652 -1.919 -0.108
C 0.078 1.893 -1.082 0.055
N 0.401 1.232 0.019 -0.571
C -0.068 -0.184 0.165 0.599
C 0.463 -1.032 1.221 -0.735
N -0.895 -0.483 -0.805 -0.686
H -0.960 2.989 -2.646 0.239
H 0.917 1.571 0.746 0.433
H 0.906 -1.971 0.725 0.302
H 1.105 -0.655 1.945 0.279
H -0.382 -1.640 1.739 0.294
H -1.309 -1.400 -0.673 0.441
H -0.934 0.152 -1.582 0.459
```

---

7.
Entry from OMol25: one molecule with the formula C4H5N3 (ωB97M-V/def2-TZVPD).

E_HOMO ... -0.296 hartree
Multiplicity ... 1
E_tot ... -319.604487 Ha
Relative energy (zero: lowest compared OMol25 entry of this formula, charge and spin) ... 2.9313 eV

```
12
Properties=species:S:1:pos:R:3:nbo_charge:R:1
C -1.450 -0.171 0.445 -0.416
N -0.383 -0.181 -0.602 -0.464
C 0.977 0.155 -0.128 -0.384
C 1.880 -0.908 -0.085 0.230
N 2.575 -1.845 -0.086 -0.371
C 1.176 1.488 0.237 0.233
N 1.270 2.617 0.520 -0.368
H -1.219 -0.957 1.164 0.232
H -2.425 -0.337 -0.022 0.211
H -1.418 0.802 0.938 0.240
H -0.657 0.451 -1.361 0.419
H -0.327 -1.114 -1.019 0.437
```